# 1
Density functional theory data (ωB97M-V/def2-TZVPD) for a molecular structure, C12H30F4KN2O16P2S4 at a distorted geometry.

Properties
Max |F|   0.208 hartree/bohr
E   -5063.5562 Ha
LUMO level   -0.172 eV

```
! wB97M-V def2-TZVPD RIJCOSX def2/J DEFGRID3
* xyz -1 1
K -1.85164 -0.68976 0.31280
N -1.43893 -3.33540 4.97343
S -0.82199 -4.64120 5.38274
O -0.94066 -5.18906 6.77269
O 0.39062 -4.92953 4.60705
F -1.90688 -5.55816 4.55333
S -0.72354 -2.42236 6.24338
O 0.67735 -2.50647 6.35904
O -1.51318 -2.13038 7.43406
F -0.88127 -1.01409 5.46756
N -6.88015 -0.17007 -0.37110
S -7.44857 -0.67212 -1.87356
O -6.51035 -0.57465 -2.95754
O -8.92582 -0.62348 -2.10156
F -7.28499 -2.26338 -1.54530
S -7.71742 1.06856 -0.41861
O -9.00078 1.03407 0.23681
O -7.40744 2.10458 -1.39932
F -7.00980 1.71055 0.88843
C 3.31675 3.63808 2.62069
C 3.71849 4.63529 1.46260
O 2.99065 5.86980 1.61371
P 1.39268 5.93824 1.56918
O 0.68947 4.70449 1.13789
O 0.85473 6.40064 3.14330
C 1.06961 7.63642 3.73380
C 1.75783 7.33165 5.16933
O 1.17005 7.27149 0.66619
C 0.12418 7.32415 -0.35881
C -0.93876 8.29627 0.15379
H 3.76845 2.65365 2.49832
H 3.71295 4.14904 3.49821
H 2.26795 3.34188 2.60089
H 4.80290 4.73077 1.40749
H 3.55130 4.23512 0.46260
H 1.78923 8.30777 3.26525
H 0.09639 8.10066 3.89321
H 1.27279 6.50424 5.68722
H 2.82073 7.17358 4.98672
H 1.63599 8.21199 5.80042
H 0.57165 7.51122 -1.33496
H -0.37370 6.36293 -0.48638
H -1.91929 8.29665 -0.32231
H -1.12991 7.96176 1.17343
H -0.47884 9.28363 0.19480
C 4.34007 -5.10689 -1.78237
C 4.13815 -4.30446 -3.09139
O 3.31659 -5.11956 -3.97581
P 1.67965 -5.02167 -3.76345
O 1.16494 -3.82611 -3.15215
O 1.00992 -5.42123 -5.19099
C 1.05487 -4.54031 -6.22787
C -0.09818 -3.55565 -6.07513
O 1.29865 -6.41271 -2.98640
C 0.11576 -6.43926 -2.28432
C -0.75609 -7.38395 -3.07188
H 4.88764 -6.02743 -1.98455
H 5.02736 -4.58684 -1.11507
H 3.46222 -5.26195 -1.15512
H 3.62096 -3.36875 -2.87916
H 5.10196 -4.09581 -3.55578
H 2.08161 -4.20027 -6.36306
H 0.89227 -5.21196 -7.07081
H 0.12185 -2.88313 -5.24603
H -0.38358 -2.83276 -6.83938
H -0.92348 -4.21959 -5.81789
H 0.42984 -6.88990 -1.34285
H -0.26183 -5.47533 -1.94322
H -1.48241 -7.93994 -2.47906
H -1.11985 -6.82514 -3.93415
H -0.05771 -8.11843 -3.47302
*
```

***

# 2
Density functional theory data (ωB97M-V/def2-TZVPD) for a single C4H4S2 molecule at a distorted geometry.

Properties
Max |F|   0.076 hartree/bohr
E   -951.0471 Ha
SMILES   S=CC#CCS
LUMO level   -0.911 eV

```
! wB97M-V def2-TZVPD RIJCOSX def2/J DEFGRID3
* xyz 0 1
S -2.94836 0.59571 -1.61069
C -2.19631 -0.07886 -0.31448
C -0.82504 0.22864 0.17221
C 0.36812 -0.04300 0.36482
C 1.84398 0.03718 0.08201
S 2.91806 -0.60970 1.48728
H -2.61765 -0.86044 0.48547
H 1.95606 -0.42537 -0.94178
H 1.98722 1.08732 0.12621
H 4.01466 -0.44146 0.47724
*
```

***

# 3
Density functional theory data (ωB97M-V/def2-TZVPD) for 9 unconnected molecules or ions with the total composition C30H57N3O18 at a distorted geometry.

Properties
Max |F|   0.093 hartree/bohr
E   -2695.8302 Ha
SMILES   CCOC(=O)OC.CCOC(=O)OC.CCOC(=O)OC.CCOC(=O)OC.CCOC(=O)OC.CCOC(=O)OC.CC#N.CC#N.CC#N
LUMO level   0.340 eV

```
! wB97M-V def2-TZVPD RIJCOSX def2/J DEFGRID3
* xyz 0 1
C 6.56845 -0.11024 -3.09905
C 5.57473 -1.26603 -2.95580
O 4.31123 -0.81947 -2.41862
C 3.44380 -0.23850 -3.28037
O 3.50525 -0.37228 -4.47612
O 2.60154 0.51549 -2.65488
C 1.65176 1.16664 -3.55641
H 7.44586 -0.59335 -3.46484
H 6.84438 0.24764 -2.14141
H 6.15675 0.72491 -3.67735
H 5.98874 -1.82839 -2.15037
H 5.41490 -1.79695 -3.86730
H 1.26234 2.04210 -2.99591
H 0.85588 0.44891 -3.76551
H 2.05468 1.44211 -4.48542
C 0.56099 -2.33753 -2.89428
C 1.19083 -3.46091 -3.74634
O 0.31634 -3.86445 -4.76180
C -0.60864 -4.77790 -4.49525
O -0.67273 -5.43835 -3.52329
O -1.47251 -4.90583 -5.50835
C -1.58837 -4.19735 -6.72879
H 1.28957 -2.08822 -2.11853
H -0.36050 -2.61925 -2.26295
H 0.23755 -1.48342 -3.55155
H 1.54569 -4.27668 -3.10877
H 2.11625 -3.01511 -4.19081
H -0.69303 -4.36985 -7.33757
H -1.74245 -3.12891 -6.48661
H -2.42111 -4.61487 -7.28718
C -0.34097 5.76073 -0.05128
C -0.56801 7.20541 0.15124
O 0.09081 7.67458 1.33625
C -0.59653 7.56214 2.49225
O -1.80748 7.43142 2.63088
O 0.16048 7.70728 3.55025
C 1.54730 7.93486 3.32110
H -0.86638 5.12882 0.67625
H 0.70131 5.57142 0.19600
H -0.59733 5.50409 -1.05400
H -1.60217 7.48320 0.18905
H -0.10819 7.73134 -0.63161
H 1.83659 8.89549 2.96636
H 1.95453 7.22874 2.56079
H 2.04416 7.85006 4.26169
C -3.67874 3.22655 1.76127
C -4.74289 3.94549 0.92263
O -5.07845 3.11058 -0.17914
C -5.84512 2.05044 0.06009
O -6.17695 1.71704 1.16123
O -6.14805 1.47750 -1.11433
C -6.89604 0.22902 -1.13451
H -2.75165 2.97327 1.07879
H -4.10883 2.27973 2.02905
H -3.36250 3.69617 2.72387
H -4.39228 4.88548 0.52546
H -5.54360 4.16854 1.64855
H -7.85373 0.36309 -0.62150
H -6.33362 -0.59350 -0.72240
H -7.14595 0.04010 -2.18221
C 2.35567 1.61602 0.87860
C 3.79135 1.74424 0.61532
O 4.40616 0.45381 0.59544
C 5.75404 0.43222 0.34733
O 6.42913 1.39871 0.14571
O 6.16145 -0.79030 0.42924
C 5.18974 -1.78141 0.87348
H 2.08882 1.05025 1.76509
H 1.80121 1.24761 -0.01090
H 1.88400 2.54627 1.15461
H 4.36090 2.27958 1.37829
H 3.99689 2.25468 -0.30386
H 5.12497 -1.60990 1.93423
H 5.58763 -2.83739 0.86354
H 4.26057 -1.66529 0.37801
C -3.18536 -2.76019 4.74873
C -2.36564 -3.56732 3.72615
O -3.08955 -3.56337 2.46475
C -2.69325 -4.44606 1.54065
O -2.13699 -5.43214 1.83184
O -3.05912 -4.07861 0.35571
C -2.73713 -4.94875 -0.78102
H -3.17915 -1.69331 4.45312
H -2.72892 -2.83807 5.77230
H -4.26941 -3.06077 4.86244
H -2.37837 -4.61177 4.10020
H -1.33991 -3.17488 3.46167
H -3.11509 -4.37051 -1.63225
H -3.07340 -5.97901 -0.70179
H -1.66729 -4.95491 -0.95191
C -1.61016 1.74656 6.17386
C -0.93591 0.84018 5.30065
N -0.39577 0.15670 4.57349
H -1.33558 1.46700 7.18008
H -2.70076 1.58891 6.08846
H -1.43649 2.76148 5.92013
C -0.48239 -1.36891 0.78198
C -0.81898 -0.29667 -0.08609
N -1.18552 0.60718 -0.74425
H 0.23940 -0.96050 1.47170
H 0.00557 -2.10377 0.16334
H -1.31234 -1.96133 1.19635
C 1.09119 -6.04944 1.39530
C 1.19085 -5.20967 0.21194
N 1.33323 -4.57709 -0.75124
H 0.07601 -6.41787 1.54486
H 1.22327 -5.39460 2.31782
H 1.71255 -6.91063 1.40629
*
```

***

# 4
Density functional theory data (ωB97M-V/def2-TZVPD) for a molecular structure, C2H4INO at a distorted geometry.

Properties
Max |F|   0.081 hartree/bohr
E   -506.2285 Ha
LUMO level   0.529 eV

```
! wB97M-V def2-TZVPD RIJCOSX def2/J DEFGRID3
* xyz 0 1
C 0.17102 -0.37351 0.80060
C 0.14344 0.62215 -0.86598
N 0.91475 0.05524 1.66730
O -0.76748 0.01633 -1.67227
I -0.93173 -2.18281 0.62254
H 1.14655 0.51272 -1.24647
H -0.10497 1.62083 -0.51281
H 1.09333 -0.41938 2.54495
H -1.66490 0.14843 -1.33786
*
```

***

# 5
Density functional theory data (ωB97M-V/def2-TZVPD) for a gas-phase ion, C6H15BrN (charge +1) at a distorted geometry.

Properties
Max |F|   0.084 hartree/bohr
E   -2866.0852 Ha
SMILES   C[NH2+][C@@H](Br)C(C)(C)C
LUMO level   -3.254 eV

```
! wB97M-V def2-TZVPD RIJCOSX def2/J DEFGRID3
* xyz 1 1
C 0.32980 2.62961 -0.38567
N 0.93473 1.47175 0.36554
C 0.91160 0.04692 -0.30052
Br 2.69102 -0.69348 0.02785
C -0.26258 -0.92698 0.04376
C -0.01013 -2.18975 -0.77503
C -0.27002 -1.02588 1.60026
C -1.55410 -0.23491 -0.41133
H 0.18200 3.40113 0.38435
H 0.89646 3.06033 -1.21454
H -0.67068 2.41982 -0.76758
H 0.50693 1.25822 1.23747
H 1.97435 1.71172 0.51865
H 1.01142 0.21475 -1.37564
H 0.28403 -1.78771 -1.70089
H 0.65229 -2.91895 -0.52992
H -0.91412 -2.83054 -0.97692
H -0.77252 -0.14002 1.89374
H 0.71680 -1.12184 2.03555
H -0.74115 -1.99041 1.73070
H -1.97723 0.43731 0.39044
H -1.60024 0.23645 -1.30980
H -2.31866 -1.02752 -0.48047
*
```

***

# 6
Density functional theory data (ωB97M-V/def2-TZVPD) for 4 unconnected molecules or ions with the total composition C15H32INO11S3 at a distorted geometry.

Properties
Max |F|   0.110 hartree/bohr
E   -2965.2815 Ha
SMILES   [H]/N=C/C[C@H]1C[C@H](I)C(=O)O1.CCOS(C)(=O)=O.CCOS(C)(=O)=O.CCOS(C)(=O)=O
LUMO level   -0.044 eV

```
! wB97M-V def2-TZVPD RIJCOSX def2/J DEFGRID3
* xyz 0 1
H 1.60845 5.86215 -5.67863
N 1.21234 4.91110 -5.51008
C 2.19356 4.02217 -5.61747
C 1.93828 2.43794 -5.40926
C 3.09859 1.89000 -4.42469
C 3.79299 2.91114 -3.40133
C 2.66213 2.97098 -2.23784
I 3.79580 3.71815 -0.51885
C 2.18492 1.44179 -2.21843
O 1.74017 0.77728 -1.24598
O 2.32207 0.98024 -3.55051
H 3.24734 4.43416 -5.85543
H 0.94179 2.35973 -4.83325
H 1.88337 1.87158 -6.40419
H 3.89938 1.20566 -4.89606
H 4.71725 2.50086 -2.84090
H 4.20057 3.90557 -3.79014
H 1.74235 3.61863 -2.41594
C -3.29331 -0.23641 -7.45529
C -3.21651 0.60488 -6.19448
O -2.88732 -0.18249 -5.04779
S -1.36793 -0.71463 -4.89214
C -1.49714 -1.31041 -3.23054
O -0.47315 0.41293 -4.91368
O -1.18119 -1.84748 -5.75992
H -2.31751 -0.65068 -7.71425
H -3.63622 0.36403 -8.30090
H -3.97551 -1.07824 -7.31479
H -2.50454 1.42771 -6.30933
H -4.19471 1.05064 -6.00239
H -1.67225 -0.46849 -2.56211
H -0.55440 -1.79859 -2.98142
H -2.31241 -2.03111 -3.17622
C 0.49311 -1.67849 -0.16694
C -0.68641 -1.07422 0.57103
O -1.26883 -1.99749 1.49632
S -0.46875 -2.32370 2.86290
C -1.75785 -3.21750 3.68237
O -0.23438 -1.09225 3.57323
O 0.59617 -3.24708 2.56942
H 1.31748 -1.89421 0.51474
H 0.86365 -0.99313 -0.93159
H 0.20846 -2.62274 -0.63981
H -0.40210 -0.15003 1.08268
H -1.46493 -0.81589 -0.15046
H -2.58801 -2.54227 3.88383
H -1.34972 -3.60079 4.61799
H -2.07066 -4.04632 3.04814
C -0.93544 -0.82355 10.54677
C -1.16311 -0.03498 9.27015
O -0.10534 -0.22787 8.32915
S -0.02174 -1.64144 7.54668
C 1.21650 -1.18464 6.36834
O -1.26489 -1.86668 6.85480
O 0.54269 -2.62772 8.43088
H -0.96738 -1.89800 10.35877
H -1.70392 -0.59118 11.28755
H 0.04703 -0.59762 10.96816
H -2.12714 -0.28404 8.81666
H -1.18530 1.03070 9.50776
H 0.81739 -0.41388 5.71142
H 1.46855 -2.07510 5.79188
H 2.09764 -0.82872 6.90140
*
```